Density functional theory data (ωB97M-V/def2-TZVPD) for C13H34N4O7S2 as an isolated structure in a non-equilibrium geometry.

XYZ file:
```
60
Properties=species:S:1:pos:R:3:forces:R:3
O 3.97742 5.28828 4.28674 7.3 -8.0 -3.2
C 4.91564 4.38816 3.88580 -1.0 6.3 1.9
N 6.19247 3.91447 3.55725 -6.5 1.6 4.1
O 6.32098 4.19855 2.24426 0.7 0.3 -3.7
S 7.81993 4.96069 1.90885 5.2 -1.7 -0.5
O 8.95813 3.91912 1.73986 -4.7 3.3 0.5
O 7.59385 5.61362 0.31270 -1.3 -2.7 1.8
S 6.66082 4.36357 -0.45675 1.0 -0.2 -1.8
H 7.66785 3.59585 -1.10993 -0.9 1.1 0.9
C 0.42631 3.00059 -1.15172 -0.3 0.1 0.1
C 1.54034 2.42130 -0.28221 0.1 0.0 -0.5
C 2.90275 3.12308 -0.47755 0.1 -0.3 0.2
O 3.59183 2.74779 -1.67339 -0.2 0.4 0.4
C 3.17005 3.44442 -2.83604 0.2 -0.3 -0.2
N 1.63684 0.97518 -0.53170 0.4 0.0 0.0
H 0.50889 2.69814 -2.19925 0.1 0.0 0.1
H -0.55130 2.65525 -0.79829 0.2 0.0 -0.1
H 0.42609 4.09522 -1.11126 0.0 -0.1 0.0
H 1.24092 2.56937 0.76207 0.2 0.0 0.0
H 3.55868 2.81861 0.34714 0.0 -0.1 -0.2
H 2.80862 4.21429 -0.40868 -0.1 0.0 -0.2
H 2.88734 4.47870 -2.61933 -0.1 -0.1 0.1
H 2.34289 2.91285 -3.30974 -0.1 0.2 -0.1
H 4.00290 3.45529 -3.54567 0.0 0.0 0.2
H 2.31505 0.57739 0.11898 -0.2 0.0 -0.1
H 2.08158 0.85431 -1.44661 -0.2 0.0 0.2
C -4.22728 -1.28908 -1.06901 0.0 -0.3 0.1
C -3.39031 -0.55896 -2.11738 -0.3 0.3 0.3
C -2.33906 0.39674 -1.51047 0.0 0.0 -0.3
O -2.87574 1.63122 -1.02699 0.3 -0.5 0.2
C -3.42883 1.55860 0.27829 -0.1 0.4 -0.2
N -4.29193 0.14596 -3.04095 0.3 0.3 0.0
H -4.98016 -0.64447 -0.60720 0.1 0.0 -0.1
H -4.76485 -2.12665 -1.52660 0.1 0.2 0.0
H -3.59268 -1.69644 -0.27453 -0.1 0.0 -0.1
H -2.84925 -1.32513 -2.68513 0.1 0.2 0.0
H -1.63735 0.67349 -2.30676 -0.1 0.1 0.1
H -1.74284 -0.09917 -0.73397 -0.1 0.0 0.1
H -2.88289 0.86198 0.92119 0.0 -0.1 -0.1
H -4.48288 1.28126 0.22175 0.0 -0.1 0.2
H -3.37507 2.55589 0.72532 0.1 -0.1 -0.1
H -3.73441 0.55212 -3.79315 -0.1 -0.1 0.0
H -4.65689 0.96370 -2.54338 0.0 -0.3 -0.1
C -0.99463 -6.30763 2.20950 0.3 -0.1 0.1
C -1.87791 -6.27644 0.96390 -0.2 0.2 0.4
C -2.11374 -4.85323 0.41101 -0.3 -0.1 -0.2
O -3.06730 -4.08528 1.15039 0.6 0.0 -0.2
C -2.53959 -3.45000 2.30489 -0.4 0.0 0.0
N -3.14689 -6.95735 1.26203 -0.1 0.3 -0.2
H -1.52053 -5.97219 3.10756 0.0 0.0 -0.2
H -0.65018 -7.32859 2.40671 -0.1 0.1 -0.1
H -0.10807 -5.67797 2.07762 -0.1 0.0 0.0
H -1.35648 -6.84861 0.18750 -0.1 0.1 0.0
H -2.53347 -4.95007 -0.59771 -0.1 0.0 0.2
H -1.17151 -4.30161 0.30026 0.0 0.0 0.2
H -1.50506 -3.12446 2.16202 0.0 -0.1 0.0
H -2.61542 -4.11727 3.16521 0.2 0.1 0.1
H -3.15283 -2.56904 2.51737 0.0 -0.1 -0.1
H -3.69324 -7.01815 0.40215 0.1 -0.1 0.1
H -3.69757 -6.32729 1.85300 0.2 -0.2 -0.1
```
Forces are in eV/Å.

Summary:
- total energy (eV) = -55986.234
- frontier orbital gap (eV) = 7.629

=====

Density functional theory data (ωB97M-V/def2-TZVPD) for one molecule with the formula C2H3ClF2 in a non-equilibrium geometry.

XYZ file:
```
8
Properties=species:S:1:pos:R:3:forces:R:3
C -0.52221 0.73189 -0.11148 -2.2 -5.8 6.7
C 0.42522 -0.46692 0.02729 0.3 -0.9 -1.3
H -1.54036 0.06615 -0.13850 2.1 2.0 -0.1
H -0.49015 1.14460 0.97284 -0.2 0.2 -2.3
H -0.43571 1.27650 -0.92271 0.7 3.0 -3.6
F 0.17023 -1.15551 1.15131 -0.2 0.3 0.4
F 0.18668 -1.38081 -0.98030 0.0 0.7 0.2
Cl 2.20630 -0.21591 0.00155 -0.5 0.5 0.0
```
Forces are in eV/Å.

Summary:
- total energy (eV) = -20079.592
- frontier orbital gap (eV) = 12.510
- structure (SMILES) = CC(F)(F)Cl